Computed, not measured: a cluster of 2 separate species, C9H6F8N2 in total, with ωB97M-V/def2-TZVPD.

Gap between HOMO and LUMO   0.1812 Ha
Energy   -34144.9987 eV
Net charge   0
E_HOMO   -5.867 eV
Lowest unoccupied orbital energy   -0.0344 Eh
Molecular weight   294.145 g/mol

Each line ends with the Löwdin charge.
Atoms and positions in Å:
C: 0.2103 3.5023 1.3843  0.0752
C: -0.3655 2.4957 1.0404  -0.1686
C: -1.1737 1.3913 0.5391  -0.1345
C: -0.6185 0.1140 1.0997  -0.1297
C: -0.3542 -0.1233 2.4057  0.0363
N: 0.1469 -1.3965 2.5091  0.1364
C: 0.2150 -1.9545 1.3207  -0.0130
N: -0.2454 -1.0554 0.4457  0.1208
C: -0.3019 -1.3117 -0.9822  -0.4191
F: -1.4814 -0.9291 -1.4472  0.2080
F: -0.1570 -2.6413 -1.1408  0.1636
C: 0.8670 -0.6285 -1.7475  -0.3360
F: 1.9917 -0.9267 -1.0752  0.1681
F: 0.6870 0.6888 -1.7290  0.1874
C: 1.0049 -1.1115 -3.2409  -0.5688
F: -0.1230 -1.6695 -3.6596  0.1910
F: 1.2808 -0.0838 -4.0099  0.2145
F: 1.9776 -1.9998 -3.3338  0.1981
H: 0.9371 4.1703 1.7821  0.0384
H: -1.2265 1.3925 -0.5436  0.1070
H: -2.1975 1.4781 0.9223  0.1399
H: -0.4768 0.5458 3.2387  0.1577
H: 0.4176 -1.8281 3.3781  0.1834
H: 0.5652 -2.9406 1.0846  0.1686
F: -1.5798 4.8217 1.7593  -0.7249